111
Properties=species:S:1:pos:R:3:lowdin_charge:R:1 method="wB97M-V/def2-TZVPD" total_charge=-1 energy_ha=-3308.7988 homo_ev=-4.79 gap_ev=6.989 e_above_lowest_ev=1.1829
Ba 0.91 0.06 -0.72 1.74
C 4.34 -1.66 1.36 -0.15
O 3.37 -0.71 0.95 -0.33
Si 3.86 0.65 0.07 0.23
C 3.38 2.09 1.20 -0.16
C 5.73 0.86 0.00 -0.16
C 3.06 0.77 -1.56 -0.78
Si 3.17 -0.64 -2.74 0.30
C 3.60 -2.25 -1.84 -0.17
C 1.62 -1.07 -3.78 -0.20
C 4.63 -0.48 -3.94 -0.18
Si 2.44 2.39 -2.16 0.30
C 1.28 3.39 -1.04 -0.19
C 1.44 2.16 -3.76 -0.19
C 3.83 3.55 -2.72 -0.18
H 5.16 -1.75 0.64 0.06
H 3.85 -2.63 1.45 0.07
H 4.76 -1.38 2.33 0.09
H 3.94 1.96 2.14 0.04
H 2.32 2.19 1.45 0.01
H 3.72 3.02 0.74 0.03
H 6.21 0.91 0.98 0.03
H 5.88 1.81 -0.52 0.03
H 6.24 0.09 -0.60 0.02
H 2.94 -2.57 -1.03 0.00
H 4.61 -2.13 -1.44 0.03
H 3.65 -3.04 -2.59 0.04
H 0.60 -1.04 -3.39 -0.01
H 1.81 -2.11 -4.08 0.03
H 1.63 -0.46 -4.69 0.02
H 5.49 -0.15 -3.35 0.02
H 4.46 0.26 -4.73 0.02
H 4.87 -1.43 -4.41 0.02
H 0.32 2.96 -0.72 -0.01
H 1.04 4.23 -1.69 0.04
H 1.79 3.80 -0.17 0.02
H 0.56 1.52 -3.68 0.01
H 2.10 1.78 -4.54 0.03
H 1.09 3.15 -4.08 0.03
H 4.40 3.95 -1.87 0.02
H 3.46 4.39 -3.30 0.02
H 4.52 2.97 -3.33 0.02
F -6.33 6.64 -3.96 0.13
C -6.61 5.34 -4.16 -0.59
F -6.80 5.21 -5.49 0.12
F -7.80 5.12 -3.57 0.12
C -5.54 4.43 -3.64 -0.15
C -5.58 3.98 -2.33 -0.02
C -4.57 3.17 -1.84 -0.03
C -3.48 2.80 -2.65 -0.27
C -3.45 3.28 -3.97 -0.03
C -4.46 4.08 -4.46 -0.02
C -2.44 1.97 -2.14 -0.21
C -1.56 1.24 -1.69 -0.15
H -6.41 4.25 -1.70 0.12
H -4.60 2.82 -0.82 0.11
H -2.62 3.00 -4.60 0.11
H -4.42 4.44 -5.48 0.12
C -2.05 2.01 2.29 0.00
C -0.70 1.38 2.41 -0.39
O 0.03 1.28 1.43 -0.15
C -0.18 0.93 3.74 -0.16
C 0.94 0.10 3.77 -0.02
C 1.45 -0.33 4.99 -0.09
C 0.86 0.08 6.17 -0.12
C -0.25 0.91 6.15 -0.08
C -0.78 1.32 4.93 -0.02
H -2.37 1.93 1.25 0.08
H -1.96 3.07 2.54 0.10
H -2.78 1.53 2.94 0.08
H 1.39 -0.24 2.84 0.11
H 2.31 -0.99 5.00 0.12
H 1.27 -0.25 7.12 0.11
H -0.72 1.23 7.07 0.10
H -1.65 1.96 4.91 0.11
C -2.35 -4.52 1.16 -0.07
C -2.63 -3.92 2.53 -0.16
C -1.42 -3.26 3.23 -0.30
C -1.82 -2.90 4.67 -0.17
C -0.69 -2.25 5.46 -0.07
C -0.31 -4.29 3.26 -0.44
O -0.32 -5.26 4.00 0.07
N 0.70 -4.08 2.37 0.21
C 0.75 -3.05 1.41 -0.55
O 1.60 -3.16 0.53 0.00
N -0.09 -2.00 1.51 0.15
C -1.06 -1.99 2.44 -0.45
O -1.74 -0.98 2.67 0.03
H -3.28 -4.88 0.70 0.08
H -1.67 -5.38 1.23 0.08
H -1.90 -3.80 0.47 0.06
H -3.00 -4.70 3.20 0.12
H -3.41 -3.15 2.46 0.12
H -2.14 -3.82 5.16 0.11
H -2.67 -2.23 4.61 0.12
H 0.17 -2.91 5.54 0.09
H -1.02 -2.00 6.47 0.08
H -0.37 -1.32 4.98 0.02
H 1.39 -4.81 2.26 0.16
C -2.93 -1.26 -0.46 -0.03
C -2.34 -1.96 -1.63 -0.42
N -1.09 -2.33 -1.81 0.07
C -1.06 -3.02 -3.00 -0.17
C -2.30 -3.07 -3.55 -0.10
N -3.11 -2.39 -2.67 0.10
H -2.14 -0.89 0.19 0.04
H -3.54 -1.95 0.12 0.08
H -3.53 -0.41 -0.78 0.07
H -0.15 -3.45 -3.38 0.09
H -2.67 -3.50 -4.47 0.10
H -4.09 -2.18 -2.78 0.15